Record 1
C14H22N6O | ωB97M-V with the def2-TZVPD basis set

```
43
Properties=species:S:1:pos:R:3:lowdin_charge:R:1
O -1.41213 2.15468 -1.59738 0.064
N 3.00795 0.28994 -3.11075 0.127
N -0.09866 -0.13506 4.21020 0.071
N 1.85152 0.93352 -0.65512 0.121
N -2.01048 -1.83758 6.84325 0.060
N -1.02368 1.42744 0.49575 -0.035
N -1.26699 -0.51121 3.58061 -0.117
C 1.77712 -0.04747 -3.41250 -0.342
C -0.65500 1.56182 -0.83473 -0.373
C 2.33871 -2.04088 -4.76696 -0.077
C -0.16396 -0.63878 5.43051 -0.103
C -1.68185 -0.00996 2.27563 -0.246
C -2.11029 -1.22765 4.49096 -0.023
C -0.50622 0.37486 1.34951 -0.111
C 0.62458 0.93231 -1.37295 -0.172
C -2.45209 1.30225 2.35071 -0.128
C 1.60933 -0.73345 -4.71468 -0.434
C 0.62828 0.44291 -2.67224 0.010
C -1.45322 -1.30533 5.68061 -0.326
C -2.27461 1.96766 1.02088 -0.139
C 2.12693 0.15291 -5.82705 -0.075
H 2.13730 -2.58901 -3.85338 0.083
H -2.89585 -2.34731 6.81202 0.092
H -3.10670 1.66470 0.37340 0.130
H -0.29097 0.46285 -3.23147 0.105
H 1.86229 -0.24985 -6.84387 0.097
H -2.32744 -0.77823 1.79035 0.164
H 3.20306 0.26149 -5.76015 0.068
H 0.58171 -0.41252 6.21916 0.107
H -2.25060 3.02541 1.04714 0.116
H 0.53041 -0.89907 -4.81774 0.134
H 2.02523 1.73458 -0.04720 0.107
H 3.41533 -1.93430 -4.77213 0.073
H 1.67531 1.17084 -5.73726 0.097
H 3.76326 -0.10416 -3.67873 0.053
H -1.95399 1.90918 3.11032 0.124
H 1.98818 -2.63232 -5.61046 0.085
H -3.49543 1.17098 2.69746 0.127
H 2.64800 0.67935 -1.21405 0.035
H -0.13877 -0.53052 0.86597 0.126
H 0.36739 0.76723 1.88294 0.112
H -3.11656 -1.55986 4.27907 0.116
H -1.47639 -1.86239 7.72435 0.097
```

largest force on an atom	3.50	eV Å⁻¹
ΔE to the lowest compared entry with this formula, charge and spin	0.0	kJ/mol
total energy	-950.3960	Eh


Record 2
C14H23AuN4O | ωB97M-V with the def2-TZVPD basis set

```
43
Properties=species:S:1:pos:R:3:lowdin_charge:R:1
Au -0.11929 -0.43973 0.39829 1.235
O -0.24918 -1.73994 1.89568 -0.156
N -1.89302 -1.35377 0.49484 0.020
N 1.96395 0.25041 0.72300 -0.016
N -1.76474 1.85543 -3.35009 -0.082
N -0.75220 0.69384 -1.35153 -0.287
C 2.54093 -0.34436 1.93195 -0.335
C 3.58347 -1.49937 4.20086 -0.052
C -0.36724 2.36286 -3.14802 -0.035
C -1.51582 -2.04127 1.52077 -0.635
C 2.29362 0.24369 3.15829 -0.043
C 3.81624 -2.07761 2.96137 -0.049
C -1.13275 -0.31568 -2.37961 -0.124
C -2.60777 2.15299 -2.14439 -0.035
C 3.29268 -1.49913 1.81420 -0.038
C -1.75030 0.37725 -3.61067 -0.035
C 2.82410 -0.34230 4.29821 -0.050
C 0.23331 1.63836 -1.92222 -0.122
C -1.97437 1.43823 -0.93414 -0.124
C -2.30959 -2.99274 2.31495 0.016
H -3.15991 -3.34573 1.73599 0.098
H 1.70062 1.14841 3.23482 0.117
H -2.17087 2.32760 -4.15920 0.203
H -1.17235 0.20859 -4.51691 0.147
H 2.55537 -0.00196 -0.06534 0.104
H -1.67385 -3.82899 2.60833 0.106
H 0.50750 2.35748 -1.15237 0.130
H -0.42585 3.43951 -3.00353 0.148
H 4.41116 -2.97697 2.88299 0.119
H -3.61419 1.79677 -2.35370 0.149
H 2.64600 0.11148 5.26334 0.118
H -2.66050 0.71875 -0.49135 0.107
H 1.12242 1.07888 -2.20788 0.131
H -2.63667 3.23362 -2.02136 0.147
H 3.47460 -1.94787 0.84387 0.118
H -2.77781 0.06624 -3.78695 0.149
H -0.23984 -0.87245 -2.65845 0.135
H 0.19055 2.16223 -4.06022 0.148
H 2.01491 1.26290 0.80555 0.105
H -2.67632 -2.50779 3.22056 0.107
H -1.83474 -1.00577 -1.91529 0.108
H 3.99833 -1.94868 5.09232 0.118
H -1.69058 2.15659 -0.16696 0.135
```

charge	+2
largest force on an atom	0.57	eV Å⁻¹
ΔE to the lowest compared entry with this formula, charge and spin	0.0	kJ/mol
total energy	-976.5936	Eh


Record 3
C14H23BCrN6 | ωB97M-V with the def2-TZVPD basis set

```
45
Properties=species:S:1:pos:R:3:lowdin_charge:R:1
Cr 0.04588 0.01072 0.07791 0.670
N -1.51519 -0.10126 -2.37778 -0.027
N 0.26191 1.69316 -0.88526 -0.077
N 1.00615 -1.13585 -1.14035 -0.086
N 0.89757 -0.85429 -2.49424 -0.001
N -1.75185 -0.27778 -1.02302 -0.026
N 0.25905 1.65674 -2.27310 0.000
C 0.99873 0.04267 3.07144 -0.528
C 1.23913 0.42268 1.59662 -0.302
C 0.61622 3.75809 -1.64757 -0.063
C -3.65442 -0.61369 -2.16891 -0.058
C 2.27377 -2.59683 -2.26077 -0.057
C -2.64406 -0.30263 -3.08032 -0.065
C 2.24358 0.28438 3.94472 -0.099
C 0.47746 2.90239 -2.73464 -0.067
C 0.45029 2.97662 -0.50268 -0.101
C -3.05469 -0.59205 -0.89384 -0.113
C 1.65462 -1.73417 -3.17525 -0.062
C 1.83086 -2.20083 -0.99212 -0.097
C -0.21214 0.80046 3.62497 -0.096
C -1.87808 -2.14108 2.16265 -0.054
B -0.09696 0.27360 -2.91904 -0.470
H 0.44014 3.22371 0.55820 0.115
H 3.08600 -0.31645 3.58194 0.070
H 1.47785 1.49809 1.55973 0.031
H -1.59660 -2.78757 3.01366 0.034
H -1.14499 0.40590 3.18524 0.050
H 2.04538 0.01982 4.99460 0.069
H -0.11626 1.87556 3.38322 0.081
H 0.54091 3.09579 -3.80608 0.127
H 2.03466 -2.59995 -0.00556 0.118
H 1.67385 -1.68664 -4.25426 0.122
H 0.76379 -1.03678 3.09114 0.107
H 2.96131 -3.39737 -2.48006 0.091
H -0.10619 0.37866 -4.11114 0.116
H -0.28438 0.66081 4.71717 0.075
H 2.15915 -0.09452 1.25925 0.042
H 0.83442 4.81577 -1.64452 0.093
H -4.67671 -0.83798 -2.38566 0.084
H -2.46024 -2.71286 1.43137 0.017
H 2.54343 1.33837 3.88160 0.077
H -0.98097 -1.70970 1.61518 0.005
H -2.59722 -0.25485 -4.16484 0.124
H -3.48626 -0.77345 0.07834 0.102
H -2.55888 -1.37541 2.59203 0.030
```

largest force on an atom	3.49	eV Å⁻¹
multiplicity	5
expectation value of S²	6.029
ΔE to the lowest compared entry with this formula, charge and spin	0.0	kJ/mol
total energy	-1945.1429	Eh


Record 4
C14H23BFN3O7Pr | ωB97M-V with the def2-TZVPD basis set

```
50
Properties=species:S:1:pos:R:3:lowdin_charge:R:1
Pr 1.66612 -0.53185 2.59118 1.987
F 2.16109 2.14822 -0.14727 0.017
O -3.52770 3.90817 1.83448 0.151
O 1.90365 -2.86083 1.58413 0.093
O 2.44184 -1.44708 -2.32446 -0.097
O -1.31082 3.90170 2.23717 0.162
O 0.13556 1.27675 -1.67518 0.185
O 1.92271 -1.19114 -4.43764 0.207
O -4.63580 -0.94194 0.46459 0.139
N -0.27811 -2.34356 1.29850 0.223
N -1.67859 -0.18786 -2.50616 0.224
N 1.65796 -1.86032 -3.56622 0.083
C 4.25872 1.07565 -0.50492 0.031
C 1.01165 -2.28443 0.96887 -0.541
C -1.03292 -1.13656 0.72656 -0.293
C -3.53593 -0.78889 0.01579 -0.237
C 2.01986 -2.18571 -1.22586 -0.127
C 2.17124 -0.10193 0.35147 -0.128
C -2.29645 3.39960 1.77712 -0.498
C 1.27972 -1.26222 -0.22375 -0.201
C -2.41656 -1.72572 0.43631 -0.036
C -0.90169 1.37641 1.51970 -0.144
C -0.19636 -0.97959 -0.55761 -0.049
C 2.75812 0.96825 -0.60714 -0.304
C -2.25040 2.00930 1.15557 -0.039
C -0.97950 -0.09484 1.88213 -0.094
B -0.57964 0.13087 -1.65969 -0.629
H -3.76260 4.45180 1.06720 0.160
H 2.45098 0.78314 -1.62615 0.139
H -0.45553 -1.90349 -1.07194 0.152
H -3.11177 1.45499 1.50953 0.134
H -2.31268 -2.53464 -0.27993 0.155
H -2.32511 2.14758 0.08151 0.138
H -2.78400 -2.17071 1.36014 0.145
H -1.83704 -0.22876 2.54388 0.179
H -0.15914 1.58938 0.74861 0.112
H 2.87199 -2.67059 -0.74894 0.157
H 1.32506 -2.97070 -1.53488 0.159
H 1.65649 0.48050 1.15988 0.007
H -1.55887 -0.95598 -3.15510 0.116
H 4.72575 0.23911 -1.02076 0.115
H -3.34338 0.00667 -0.69531 0.106
H 4.56488 1.99684 -0.99017 0.122
H -0.11594 -0.34585 2.56277 -0.030
H 3.07363 -0.60547 0.82467 0.151
H -0.49713 -2.56379 2.27161 0.196
H 4.59685 1.08287 0.53154 0.098
H -0.55503 1.93095 2.40586 0.136
H -0.13402 1.91903 -2.34649 0.154
H -2.08115 0.59669 -3.00519 0.114
```

charge	+3
largest force on an atom	7.52	eV Å⁻¹
multiplicity	3
expectation value of S²	2.004
total energy	-1878.6502	Eh


Record 5
C14H23ClNO2 | ωB97M-V with the def2-TZVPD basis set

```
41
Properties=species:S:1:pos:R:3:lowdin_charge:R:1
Cl -5.20036 2.44088 0.36774 0.708
O 2.99645 1.42494 0.45511 -0.200
O -1.03551 -1.54685 -0.75391 -0.074
N 0.38368 1.37229 0.67561 0.066
C 3.39535 2.53087 -1.62814 -0.051
C 3.60703 1.25930 -0.82640 -0.242
C -4.35709 -0.09435 -0.06646 -0.070
C -1.28452 -2.94190 -0.89219 -0.217
C -3.39613 -1.05162 -0.33089 0.008
C -4.00614 1.24456 0.02756 -0.665
C -0.28667 1.09125 -0.62614 -0.069
C -2.68600 1.62141 -0.15874 -0.057
C -2.06200 -0.69117 -0.50538 -0.229
C 3.04542 0.28403 1.30560 -0.177
C -1.41242 -3.64699 0.45268 -0.052
C 1.79312 -0.59002 1.16689 -0.129
C 0.54026 0.18656 1.56015 -0.110
C -1.71488 0.66794 -0.42523 -0.152
H -2.42239 2.66718 -0.11447 0.118
H -2.24653 -3.25404 1.02869 0.073
H -3.70318 -2.08167 -0.40105 0.115
H 2.34146 2.69059 -1.84391 0.066
H 3.16996 0.39521 -1.34315 0.124
H 3.77460 3.38500 -1.07455 0.087
H 4.67705 1.07389 -0.68411 0.131
H 0.63623 0.53571 2.58994 0.143
H -0.15053 2.09985 1.15625 0.183
H -5.38487 -0.39063 0.06594 0.118
H 3.93295 2.45905 -2.56801 0.088
H -1.57372 -4.70762 0.28703 0.087
H -2.16667 -3.11128 -1.51616 0.123
H -0.24591 2.00296 -1.22505 0.142
H 1.89606 -1.45343 1.82219 0.133
H 1.38519 1.69656 0.49881 0.137
H -0.34929 -0.43953 1.48387 0.124
H 3.94534 -0.30125 1.09959 0.135
H -0.40851 -3.31712 -1.42749 0.129
H 3.11717 0.67449 2.32508 0.137
H 0.25866 0.29787 -1.13593 0.131
H -0.50109 -3.52155 1.03267 0.074
H 1.69847 -0.96135 0.14600 0.113
```

charge	+1
largest force on an atom	0.81	eV Å⁻¹
ΔE to the lowest compared entry with this formula, charge and spin	56.1	kJ/mol
total energy	-1212.4580	Eh


Record 6
C14H23ClO11S2 | ωB97M-V with the def2-TZVPD basis set

```
51
Properties=species:S:1:pos:R:3:lowdin_charge:R:1
Cl 2.17920 -0.74357 4.40044 0.425
S 3.36628 -0.06985 2.88872 0.333
S -1.96272 -0.87110 1.43157 0.639
O 3.77079 -1.21461 2.13617 -0.338
O -2.92413 -0.40372 2.61666 -0.177
O 4.35396 0.77230 3.48364 -0.332
O -1.04515 -1.87284 1.81991 -0.188
O -1.16867 0.53699 1.28325 -0.105
O 4.73854 1.15811 -1.35345 0.033
O -0.55398 0.45920 3.46112 -0.007
O -2.76725 -1.09774 0.28118 -0.226
O -3.58591 -3.59910 -2.97677 0.029
O 2.55017 1.48186 -1.10779 0.103
O -4.30381 -4.05861 -5.04403 0.116
C 3.45234 0.94322 -1.68691 -0.480
C -1.29036 1.22505 2.51366 -0.555
C 0.58854 2.76260 1.75316 -0.158
C 4.76322 -0.65288 -2.85598 -0.146
C 1.82575 2.20823 2.50070 -0.197
C -4.02625 -2.80598 -1.85323 -0.153
C -4.89423 -1.71150 -2.46161 -0.154
C 3.37220 -0.01711 -2.85536 -0.066
C 2.32137 0.92044 1.86213 -0.285
C -5.49066 -2.42069 -3.67712 -0.078
C -4.42284 -3.44376 -4.02542 -0.496
C -2.77049 1.04076 2.82518 -0.050
C -0.75334 2.63349 2.47305 -0.088
C 5.61552 0.46170 -2.26067 -0.143
H 0.52290 2.32992 0.75634 0.113
H 3.17726 0.56077 -3.76016 0.132
H -5.67028 -1.76000 -4.52026 0.121
H 4.77098 -1.51726 -2.19177 0.121
H 2.59132 2.97678 2.46368 0.117
H -4.59122 -3.45180 -1.17690 0.131
H -0.62242 0.88790 4.31352 0.109
H 1.57123 2.04959 3.54811 0.095
H -4.26405 -0.88345 -2.78914 0.118
H 6.47351 0.09956 -1.70145 0.126
H -6.40896 -2.95704 -3.43315 0.128
H -2.99122 1.23694 3.86812 0.146
H -3.45371 1.49031 2.11122 0.145
H 0.75507 3.82893 1.60787 0.116
H 2.57066 -0.73386 -2.70306 0.128
H -0.63947 3.00608 3.49161 0.136
H 5.95811 1.17272 -3.01486 0.127
H -1.47676 3.28763 1.98183 0.133
H -3.16405 -2.41445 -1.33096 0.086
H 2.97023 1.15651 1.02289 0.083
H -5.63152 -1.31764 -1.76547 0.114
H 1.50615 0.30737 1.48504 0.106
H 5.10809 -0.97645 -3.83524 0.116
```

largest force on an atom	1.14	eV Å⁻¹
total energy	-2631.4669	Eh


Record 7
C14H23F6LaN2OPS3 | ωB97M-V with the def2-TZVPD basis set

```
51
Properties=species:S:1:pos:R:3:lowdin_charge:R:1
La 11.11837 7.13547 3.95037 1.859
S 15.61363 9.57845 4.11773 1.259
S 8.46508 9.83286 5.13576 0.975
S 14.88712 3.45674 4.03831 1.226
P 13.24208 14.02751 3.79703 0.329
F 14.73755 14.47237 3.47402 -0.076
F 13.59659 13.82049 5.44177 -0.135
F 11.93180 13.20131 4.08308 -0.119
F 12.66507 15.28594 3.54744 0.117
F 9.95083 5.70133 2.81837 -0.661
F 13.23601 13.09770 2.53818 -0.084
O 9.58812 8.95426 4.70700 -0.798
N 13.57453 8.06598 3.98946 -0.044
N 13.21490 5.41662 4.06337 -0.023
C 14.52994 5.92186 4.12131 -0.322
C 15.90074 7.90913 4.12843 -0.199
C 7.83838 12.52349 4.83584 -0.268
C 13.12897 10.52527 3.93542 -0.101
C 13.28385 4.03034 3.95078 -0.467
C 8.89843 11.46005 4.49379 -0.359
C 11.94697 3.27732 3.78186 -0.001
C 6.59793 8.03043 3.84067 -0.283
C 7.17639 9.45539 3.80291 -0.284
C 13.96932 9.32761 3.98084 -0.606
C 15.55300 5.00769 4.02140 -0.233
C 14.67447 7.27737 4.03345 -0.338
C 5.50392 7.86473 4.85027 -0.104
C 7.51833 13.41397 3.62141 -0.090
H 11.13465 3.84758 3.42785 0.044
H 4.96833 6.92528 4.64914 0.092
H 9.02692 11.30114 3.42679 0.088
H 5.87969 7.73133 5.86133 0.074
H 7.86909 9.65815 2.96332 0.093
H 7.45895 7.33636 3.88864 0.099
H 6.14546 7.99432 2.82491 0.132
H 6.43426 10.28611 3.87502 0.104
H 12.18400 10.35525 3.48421 0.014
H 6.76704 12.88018 2.99537 0.085
H 16.95149 7.58735 4.13114 0.122
H 11.60468 8.64966 2.64494 -0.142
H 16.63145 5.16518 3.99095 0.118
H 6.84751 12.08425 5.05958 0.101
H 12.09742 2.47243 3.08051 0.101
H 4.83702 8.70885 4.91319 0.080
H 12.95801 10.92892 4.91839 0.105
H 7.06472 14.38567 3.82035 0.084
H 9.86633 11.69807 4.88684 0.070
H 8.35729 13.45157 2.93349 0.067
H 8.22100 13.07094 5.69919 0.113
H 13.67052 11.15455 3.11956 0.121
H 11.71848 2.90177 4.70700 0.069
```

charge	+2
largest force on an atom	8.14	eV Å⁻¹
multiplicity	2
expectation value of S²	0.777
ΔE to the lowest compared entry with this formula, charge and spin	0.0	kJ/mol
total energy	-2898.2741	Eh


Record 8
C14H23N4O2PPdS3 | ωB97M-V with the def2-TZVPD basis set

```
48
Properties=species:S:1:pos:R:3:lowdin_charge:R:1
Pd -0.01954 0.04398 -0.40043 0.397
S 2.43374 0.55368 -0.31881 0.321
S 0.22461 0.60531 -2.88255 0.283
S -0.22269 -2.33876 -0.13310 0.487
P 2.09147 0.46947 -2.27282 -0.167
O 3.03127 1.56852 -3.00312 -0.352
O 2.69356 -0.86518 -2.91152 -0.344
N -0.53800 -0.04743 1.65440 -0.135
N -0.42751 2.18831 0.19359 -0.028
N -0.64823 -1.23258 2.34689 -0.012
N -0.65304 -3.51791 2.20491 -0.068
C -0.68123 1.09581 2.31672 -0.311
C -0.56028 -3.63822 3.64759 -0.290
C -0.34557 3.29251 -0.53916 -0.204
C 4.04338 -1.26736 -2.64347 -0.303
C -0.39586 4.57408 -0.02907 -0.116
C -1.89458 -3.40708 4.34185 -0.111
C 2.80125 2.95422 -2.72302 -0.331
C -0.63952 3.59115 2.15135 -0.059
C -0.54235 4.70705 1.37221 -0.123
C -0.52141 -2.27581 1.59592 -0.840
C 3.96922 3.74255 -3.26474 -0.081
C 4.91202 -1.00750 -3.85423 -0.082
C -0.58799 2.29315 1.56489 -0.256
C -0.92624 1.13237 3.79717 -0.053
H 3.82190 4.80631 -3.07006 0.074
H -0.57308 5.68888 1.83100 0.087
H 4.97469 0.06082 -4.05799 0.065
H -1.68584 1.87201 4.05540 0.066
H -0.19579 -4.64498 3.86739 0.103
H 4.07140 3.59931 -4.34136 0.074
H 4.41781 -0.74567 -1.76010 0.076
H 4.89884 3.43101 -2.78698 0.075
H -2.26070 -2.40732 4.11209 0.053
H 2.69503 3.09369 -1.64413 0.085
H -0.73922 3.68677 3.22420 0.088
H 1.86373 3.25282 -3.19914 0.101
H -1.79023 -3.49902 5.42607 0.061
H -1.24942 0.15373 4.14122 0.048
H 5.91942 -1.39245 -3.67879 0.072
H -0.24032 -4.25691 1.66262 0.078
H -2.63609 -4.13205 4.00138 0.064
H 0.17574 -2.92368 4.03119 0.101
H 4.50054 -1.50555 -4.73258 0.076
H -0.23035 3.12189 -1.60540 0.056
H -0.01418 1.39342 4.34441 0.081
H -0.32136 5.42938 -0.68575 0.075
H 3.99749 -2.33023 -2.40385 0.118
```

charge	-1
largest force on an atom	0.74	eV Å⁻¹
multiplicity	4
expectation value of S²	3.782
ΔE to the lowest compared entry with this formula, charge and spin	0.0	kJ/mol
total energy	-2580.7215	Eh